75
Properties=species:S:1:pos:R:3 method="wB97M-V/def2-TZVPD" orbital_gap_ev=3.5 homo_energy_ha=-0.361 charge=+1 e_tot_ev=-56499.5109
N 7.009 2.132 1.223
C 7.750 3.327 1.781
C 7.629 4.610 0.714
C 6.034 4.968 0.626
C 4.953 4.427 -0.473
N 3.510 4.681 -0.659
N 2.894 5.480 0.247
C 1.376 5.704 0.077
S 0.527 4.196 0.795
O -0.833 3.868 0.080
O 0.158 4.340 2.318
C 3.670 6.063 1.373
O 2.863 6.889 2.335
N 3.383 8.158 2.309
O 3.562 8.510 3.489
C 5.256 5.955 1.738
H 5.999 2.288 1.515
H 7.281 1.245 1.700
H 8.858 3.078 2.069
H 7.164 3.663 2.756
H 8.307 5.469 1.147
H 8.120 4.285 -0.309
H 5.425 3.683 -1.282
H 1.014 6.733 0.500
H 1.185 5.727 -1.095
H 1.397 3.061 0.726
H 5.805 6.447 2.657
C -4.879 -2.368 -1.417
O -5.250 -1.291 -2.268
C -5.891 -0.213 -1.570
C -4.972 1.019 -1.517
N -3.830 0.797 -0.624
C -2.778 1.813 -0.744
C -2.070 1.950 -2.110
O -1.262 0.828 -2.460
C -1.975 -0.248 -3.060
H -4.589 -3.213 -2.048
H -4.019 -2.096 -0.800
H -5.712 -2.679 -0.781
H -6.230 -0.509 -0.572
H -6.779 0.047 -2.154
H -5.546 1.881 -1.161
H -4.640 1.226 -2.538
H -3.420 -0.110 -0.828
H -2.015 1.557 0.002
H -3.189 2.785 -0.452
H -1.378 2.798 -2.028
H -2.759 2.207 -2.919
H -2.816 0.093 -3.669
H -2.312 -0.946 -2.292
H -1.282 -0.796 -3.706
C -0.539 -2.895 0.021
O -0.491 -3.641 1.231
C -1.782 -3.837 1.827
C -2.212 -5.309 1.713
N -2.527 -5.670 0.327
C -2.670 -7.115 0.109
C -1.435 -8.002 0.379
O -0.361 -7.798 -0.538
C 0.490 -6.705 -0.216
H 0.485 -2.625 -0.250
H -0.955 -3.498 -0.790
H -1.121 -1.978 0.141
H -2.537 -3.161 1.411
H -1.672 -3.592 2.888
H -3.095 -5.475 2.339
H -1.394 -5.921 2.105
H -1.789 -5.328 -0.281
H -2.948 -7.241 -0.944
H -3.514 -7.481 0.703
H -1.752 -9.043 0.235
H -1.087 -7.939 1.414
H 0.592 -6.555 0.863
H 0.129 -5.796 -0.699
H 1.482 -6.913 -0.628

=====

65
Properties=species:S:1:pos:R:3 method="wB97M-V/def2-TZVPD" orbital_gap_ev=5.2 homo_energy_ha=-0.230 e_tot_ev=-37844.1323
C 3.372 -2.276 1.330
C 2.157 -2.728 0.516
C 2.353 -2.719 -1.013
C 3.169 -1.552 -1.591
C 2.404 -0.209 -1.604
C 2.736 0.764 -0.455
C 1.642 0.934 0.611
C 1.143 2.376 0.759
C 0.141 2.523 1.908
C -1.274 2.084 1.513
C -1.887 2.770 0.287
C -3.294 2.216 0.034
C -3.703 2.220 -1.439
C -2.860 1.315 -2.377
C -2.164 0.062 -1.824
C -2.996 -1.246 -1.739
P -4.179 -1.385 -0.405
C -3.405 -1.698 1.181
C -2.674 -3.072 1.183
O -3.300 -4.013 2.015
H 3.243 -2.546 2.385
H 3.565 -1.201 1.290
H 4.284 -2.771 0.981
H 1.912 -3.755 0.823
H 1.279 -2.116 0.777
H 1.362 -2.672 -1.495
H 2.790 -3.679 -1.319
H 3.450 -1.817 -2.618
H 4.107 -1.421 -1.041
H 1.319 -0.428 -1.600
H 2.608 0.288 -2.559
H 2.945 1.747 -0.888
H 3.661 0.464 0.042
H 0.784 0.284 0.357
H 2.000 0.600 1.594
H 1.990 3.056 0.898
H 0.680 2.664 -0.194
H 0.130 3.537 2.329
H 0.471 1.859 2.717
H -1.965 2.234 2.357
H -1.241 0.995 1.328
H -1.274 2.589 -0.600
H -1.910 3.857 0.440
H -4.052 2.752 0.619
H -3.284 1.199 0.434
H -4.779 2.024 -1.549
H -3.569 3.246 -1.804
H -2.066 1.930 -2.810
H -3.483 1.007 -3.228
H -1.663 0.265 -0.868
H -1.354 -0.183 -2.519
H -2.327 -2.102 -1.590
H -3.543 -1.420 -2.673
H -5.009 -2.479 -0.649
H -5.032 -0.289 -0.366
H -4.223 -1.723 1.911
H -2.740 -0.865 1.426
H -1.624 -2.918 1.446
H -2.692 -3.539 0.191
H -3.312 -3.700 2.918
C 5.908 1.430 0.817
O 5.605 1.921 -0.294
O 7.012 2.064 1.445
O 5.406 0.484 1.438
H 7.250 2.755 0.815